{"formula": "C24H19N2O5PPtS", "method": "ωB97M-V with the def2-TZVPD basis set", "multiplicity": 1, "lumo_energy_ev": -0.62, "energy_ev": -61781.132, "elements": ["Pt", "O", "S", "O", "O", "C", "C", "C", "C", "C", "C", "P", "C", "C", "C", "C", "C", "C", "C", "C", "C", "C", "C", "C", "H", "H", "H", "H", "H", "H", "H", "H", "H", "H", "H", "H", "H", "H", "O", "N", "N", "O", "C", "C", "C", "C", "C", "C", "H", "H", "H", "H", "H"], "xyz": [[0.26, 0.65, 0.32], [2.27, 1.83, 0.51], [3.12, 0.67, 0.89], [4.49, 0.68, 0.48], [2.40, -0.56, 0.53], [3.07, 0.67, 2.65], [4.23, 0.93, 3.37], [4.20, 0.90, 4.75], [3.02, 0.61, 5.42], [1.86, 0.36, 4.70], [1.87, 0.39, 3.30], [0.29, 0.07, 2.43], [-0.88, 1.14, 3.28], [-0.46, 2.40, 3.72], [-1.38, 3.31, 4.23], [-2.72, 2.96, 4.30], [-3.15, 1.72, 3.86], [-2.24, 0.82, 3.34], [-0.09, -1.64, 2.83], [0.33, -2.62, 1.92], [0.13, -3.96, 2.22], [-0.49, -4.32, 3.40], [-0.92, -3.35, 4.30], [-0.72, -2.01, 4.01], [5.14, 1.13, 2.82], [5.10, 1.10, 5.32], [3.00, 0.57, 6.50], [0.94, 0.14, 5.23], [0.58, 2.68, 3.65], [-1.04, 4.28, 4.55], [-3.44, 3.67, 4.70], [-4.20, 1.46, 3.89], [-2.58, -0.13, 2.95], [0.83, -2.32, 1.01], [0.46, -4.72, 1.52], [-0.65, -5.37, 3.63], [-1.40, -3.64, 5.22], [-1.05, -1.26, 4.71], [-1.72, 0.34, 0.43], [-2.43, 1.45, 0.40], [-1.90, 2.36, -0.28], [-0.78, 2.19, -0.90], [-2.48, 3.68, -0.25], [-1.63, 4.76, -0.31], [-2.18, 6.03, -0.25], [-3.55, 6.20, -0.13], [-4.39, 5.09, -0.08], [-3.86, 3.82, -0.14], [-0.57, 4.60, -0.41], [-1.53, 6.90, -0.29], [-3.97, 7.20, -0.09], [-5.46, 5.22, 0.01], [-4.49, 2.94, -0.09]]}

{"formula": "C24H19N2PbS4Se", "method": "ωB97M-V with the def2-TZVPD basis set", "multiplicity": 1, "lumo_energy_ev": 2.57, "energy_ev": -142115.020, "total_charge": -1, "elements": ["Pb", "S", "C", "C", "C", "C", "C", "C", "S", "C", "C", "C", "C", "C", "C", "C", "S", "C", "C", "C", "C", "C", "C", "S", "N", "H", "H", "H", "H", "H", "H", "H", "H", "H", "H", "H", "H", "H", "H", "H", "Se", "C", "C", "C", "N", "C", "C", "H", "H", "H", "H"], "xyz": [[-0.10, -1.15, -0.19], [-0.30, -0.27, 2.55], [-1.97, 0.02, 3.03], [-2.34, -0.21, 4.38], [-3.67, -0.13, 4.80], [-4.68, 0.19, 3.89], [-4.30, 0.48, 2.59], [-2.97, 0.44, 2.17], [-2.65, 0.88, 0.49], [-2.61, 2.69, 0.53], [-1.27, 3.24, 0.05], [-1.17, 4.30, -0.85], [0.08, 4.67, -1.30], [1.18, 3.92, -0.93], [1.00, 2.88, -0.02], [2.12, 2.05, 0.56], [2.43, 0.37, -0.11], [2.79, 0.68, -1.82], [4.14, 0.76, -2.14], [4.57, 0.95, -3.43], [3.61, 1.00, -4.45], [2.27, 0.86, -4.13], [1.78, 0.66, -2.81], [0.10, 0.59, -2.47], [-0.20, 2.55, 0.43], [-1.56, -0.53, 5.06], [-3.94, -0.38, 5.81], [-5.72, 0.16, 4.17], [-5.04, 0.77, 1.88], [-2.82, 3.02, 1.55], [-3.40, 3.06, -0.12], [-2.07, 4.82, -1.18], [0.23, 5.48, -2.01], [2.18, 4.19, -1.30], [1.87, 1.83, 1.61], [3.07, 2.58, 0.53], [4.89, 0.63, -1.35], [5.63, 0.99, -3.68], [3.95, 1.09, -5.48], [1.51, 0.86, -4.88], [1.91, -3.11, -1.02], [0.88, -4.61, -0.45], [-0.05, -5.22, -1.28], [-0.79, -6.30, -0.81], [-0.60, -6.88, 0.37], [0.38, -6.39, 1.13], [1.11, -5.26, 0.77], [-0.28, -4.78, -2.24], [-1.59, -6.73, -1.42], [0.55, -6.84, 2.08], [1.86, -4.88, 1.45]]}

{"formula": "C24H19N4O2PdS2", "method": "ωB97M-V with the def2-TZVPD basis set", "multiplicity": 5, "lumo_energy_ev": [-9.99, -13.47], "energy_ev": -60372.526, "total_charge": 3, "elements": ["Pd", "C", "C", "C", "C", "C", "C", "N", "C", "C", "C", "C", "C", "N", "C", "C", "C", "C", "C", "C", "N", "H", "H", "H", "H", "H", "H", "H", "H", "H", "H", "H", "H", "H", "H", "H", "O", "S", "O", "N", "C", "S", "C", "C", "C", "C", "C", "C", "H", "H", "H", "H"], "xyz": [[0.01, 0.53, 0.33], [-3.16, -1.02, 0.93], [-3.30, 0.41, 0.54], [-4.60, 0.95, 0.36], [-4.77, 2.26, 0.03], [-3.62, 3.05, -0.10], [-2.37, 2.48, 0.08], [-2.21, 1.15, 0.37], [-1.16, 3.28, -0.03], [-1.19, 4.70, -0.18], [0.00, 5.40, -0.24], [1.19, 4.71, -0.17], [1.18, 3.29, -0.02], [0.01, 2.65, 0.05], [2.39, 2.50, 0.09], [3.64, 3.09, -0.06], [4.79, 2.31, 0.06], [4.63, 0.99, 0.36], [3.34, 0.43, 0.52], [3.21, -1.01, 0.87], [2.24, 1.17, 0.36], [-4.05, -1.37, 1.45], [-2.30, -1.18, 1.58], [-3.05, -1.65, 0.04], [-5.45, 0.29, 0.50], [-5.75, 2.69, -0.11], [-3.73, 4.10, -0.33], [-2.13, 5.23, -0.23], [-0.01, 6.47, -0.35], [2.12, 5.25, -0.21], [3.74, 4.15, -0.28], [5.77, 2.75, -0.06], [5.49, 0.34, 0.49], [4.11, -1.35, 1.39], [3.12, -1.61, -0.04], [2.36, -1.19, 1.51], [1.27, -3.18, 2.16], [0.01, -3.17, 1.51], [-1.22, -3.15, 2.21], [0.01, -1.71, 0.49], [-0.01, -2.07, -0.77], [0.00, -0.68, -1.80], [-0.03, -3.49, -1.08], [-0.05, -4.12, -2.31], [-0.07, -5.51, -2.33], [-0.07, -6.24, -1.14], [-0.04, -5.61, 0.10], [-0.02, -4.23, 0.10], [-0.06, -3.56, -3.24], [-0.09, -6.04, -3.27], [-0.09, -7.32, -1.18], [-0.04, -6.18, 1.02]]}